Record 1
Below is the molecule C4H6Cl2Si in a non-equilibrium geometry, with properties calculated with the ωB97M-V functional and the def2-TZVPD basis.

As for the electronic energy: -1365.80604 Ha. The energy above the lowest of the compared OMol25 structures with the same formula, charge and spin is 121.8 kcal/mol. As for the gap between HOMO and LUMO (alpha / beta): 7.72 / 7.73 eV. Its LUMO energy (alpha / beta) is -1.6 / -1.6 eV.

XYZ file:
```
13
Properties=species:S:1:pos:R:3:forces:R:3:nbo_charge:R:1
C 0.336286 -1.145669 0.222634 1.17 -2.55 -0.19 -0.3864
C 1.482231 -0.790745 -0.408141 -1.67 3.29 1.98 -0.1953
C 1.307351 0.699158 -0.598277 -0.80 2.07 0.26 -0.7866
C -1.867208 -0.372330 0.936621 3.42 0.60 -0.56 -0.5179
Si -0.679739 0.764933 0.099665 1.86 0.63 -1.67 1.3646
Cl -1.693902 0.959727 -1.756104 0.19 0.04 0.49 -0.4073
Cl -0.821916 2.489039 1.211518 0.09 0.29 0.17 -0.3753
H 0.276004 -2.167362 0.563032 -0.83 -0.28 0.23 0.1940
H 2.508686 -1.126936 -0.593502 -0.85 -1.17 0.14 0.2412
H 1.275219 0.905679 -1.661835 -0.05 0.38 -0.37 0.2225
H 2.049960 1.488566 -0.154441 -1.22 -1.83 -0.41 0.2380
H -1.734822 -0.808604 1.890528 -0.07 -0.21 1.07 0.2050
H -2.438149 -0.895457 0.248303 -1.24 -1.27 -1.14 0.2036
```
Forces are in eV/Å.

=====

Record 2
Below is a structure of composition C4H6Cl3FNO5Pd in a non-equilibrium geometry, with properties calculated with the ωB97M-V functional and the def2-TZVPD basis.

As for the electronic energy: -2195.20755 Ha. Its expectation value of S² is 3.758. The energy above the lowest of the compared OMol25 structures with the same formula, charge and spin is 0.0 kcal/mol. The total charge is -2. As for the gap between HOMO and LUMO (alpha / beta): 2.07 / 5.53 eV. Its LUMO energy (alpha / beta) is 4.0 / 4.0 eV. Its spin multiplicity is 4.

XYZ file:
```
21
Properties=species:S:1:pos:R:3:forces:R:3:mulliken_spin:R:1
Pd 0.515748 -0.722418 -1.218826 -0.68 -1.08 -1.10 1.5664
Cl 1.226282 0.322141 -3.483756 -0.20 0.04 0.93 0.1509
Cl 1.819311 -2.480145 0.164269 -0.17 0.56 -0.05 0.0766
Cl -1.806117 0.075849 -0.654209 0.37 0.03 -0.06 0.1653
C -2.329023 -3.681404 -2.262723 1.39 0.58 -0.94 0.0747
N -1.121254 -3.286844 -3.079907 -6.72 -3.02 -0.86 0.5001
O -0.421539 -2.500144 -2.504692 5.44 3.76 2.21 0.2548
O -0.874412 -4.115400 -4.032071 1.27 -0.36 -0.64 0.2066
H -3.130598 -3.818634 -2.988500 -0.26 -0.16 0.41 0.0009
H -2.449196 -2.861832 -1.554230 -0.47 -0.15 -0.06 0.0063
H -2.035082 -4.596104 -1.747916 -0.33 -0.36 0.15 -0.0332
C 1.197333 2.632139 3.262962 1.65 -1.53 1.32 0.0002
C 0.927096 3.779447 2.326129 -0.44 -0.84 0.10 0.0007
O 0.895884 3.120525 1.096879 -0.62 0.43 -0.73 -0.0005
C 0.878493 1.764152 1.235486 1.14 -2.64 -2.16 0.0073
O 0.970054 0.950746 0.337190 -0.24 2.82 2.32 0.0242
O 0.925964 1.447811 2.539696 -1.14 -0.09 -0.64 -0.0011
F 1.892979 4.739272 2.262698 0.01 -0.16 0.36 0.0000
H 0.685034 2.549651 4.221522 -0.34 0.57 -0.24 0.0000
H 2.252098 2.444693 3.464024 0.39 1.14 0.33 -0.0001
H -0.019056 4.236498 2.615974 -0.06 0.45 -0.65 0.0001
```
Forces are in eV/Å.

=====

Among the records above, which one has the lowest energy above the lowest of the compared OMol25 structures with the same formula, charge and spin? C4H6Cl3FNO5Pd

=====

The highest energy above the lowest of the compared OMol25 structures with the same formula, charge and spin belongs to which entry? C4H6Cl2Si

=====

What is the electronic energy in the first record? -1365.80604 Ha

=====

Which formula does entry 2 have? C4H6Cl3FNO5Pd